A structure of composition C5H9InNO2. Source: the OMol25 dataset; level of theory: the ωB97M-V functional and the def2-TZVPD basis.

Properties
spin multiplicity	1
total charge	+3
energy above the lowest of the compared OMol25 structures with the same formula, charge and spin	78.3	kcal/mol
LUMO	-19.54	eV
Kohn-Sham gap	3.7	eV

Atoms and positions in Å:
N (1.7534, 1.0302, 0.4750)
C (1.6280, -0.3568, 0.0235)
C (0.1068, -0.8835, -0.1686)
C (-1.0779, -0.3517, 0.8123)
C (-1.4253, 1.0094, 0.0119)
C (-0.8593, 0.7258, -1.4946)
O (-0.7293, 1.4921, -2.4551)
O (-0.4625, -0.6728, -1.4712)
H (1.3467, 1.7156, -0.1956)
H (2.7527, 1.2833, 0.6761)
H (2.1764, -0.5663, -0.9942)
H (2.1452, -1.0271, 0.8152)
H (0.1585, -2.0421, 0.0375)
H (-0.6572, -0.2918, 1.8734)
H (-1.9138, -1.1742, 0.7307)
H (-0.8240, 1.7959, 0.5997)
H (-2.5379, 1.3101, 0.0601)
In (-1.5806, -2.9960, 0.6638)

=====

A structure of composition C32H49ClNO3PSTl. Source: the OMol25 dataset; level of theory: the ωB97M-V functional and the def2-TZVPD basis.

Properties
spin multiplicity	1
total charge	-1
energy above the lowest of the compared OMol25 structures with the same formula, charge and spin	0.0	kcal/mol
LUMO (spin up / spin down)	1.19 / 1.60	eV
Kohn-Sham gap (spin up / spin down)	6.1 / 6.4	eV

Atoms and positions in Å:
Tl (-1.0337, 1.2577, 1.6923)
Cl (-2.6309, -0.3384, 0.3698)
P (0.1111, 0.3949, -2.0941)
C (-1.6077, 3.1167, 1.1238)
H (-1.0185, 4.0299, 1.3625)
H (-2.5521, 3.2813, 0.5513)
C (1.4994, -0.4547, -3.0420)
C (0.0821, 2.2206, -2.5396)
C (2.8637, 0.1297, -2.6544)
H (1.4469, -1.4680, -2.5962)
C (4.0054, -0.7529, -3.1686)
H (2.9799, 1.1461, -3.0569)
H (2.9323, 0.2015, -1.5578)
C (3.8958, -1.0304, -4.6704)
H (4.9616, -0.2688, -2.9378)
H (3.9775, -1.6999, -2.6129)
C (2.4984, -1.4996, -5.0923)
H (4.1513, -0.1164, -5.2228)
H (4.6334, -1.7892, -4.9550)
C (1.3739, -0.6019, -4.5585)
H (2.4316, -1.5520, -6.1859)
H (2.3348, -2.5161, -4.7087)
H (1.4334, 0.3866, -5.0360)
H (0.4045, -1.0349, -4.8348)
C (-1.4862, -0.2742, -2.8231)
C (0.7715, 2.6067, -3.8452)
H (-0.9938, 2.4597, -2.6258)
C (0.7538, 4.1250, -4.0334)
H (1.8114, 2.2565, -3.8339)
H (0.2789, 2.1241, -4.7034)
C (1.4418, 4.8392, -2.8684)
H (1.2453, 4.3781, -4.9795)
H (-0.2896, 4.4570, -4.1044)
C (0.8224, 4.4813, -1.5169)
H (2.5055, 4.5682, -2.8487)
H (1.3896, 5.9233, -3.0139)
C (0.6144, 2.9792, -1.3126)
H (1.4494, 4.8551, -0.6962)
H (-0.1566, 4.9695, -1.4145)
H (1.5552, 2.5252, -0.9555)
H (-0.0998, 2.8631, -0.4774)
C (-1.4717, -1.8101, -2.8539)
H (-2.1991, 0.0148, -2.0222)
C (-2.8529, -2.3542, -3.2356)
H (-0.7253, -2.1663, -3.5792)
H (-1.1863, -2.1945, -1.8645)
C (-3.3744, -1.7476, -4.5426)
H (-2.8015, -3.4454, -3.3231)
H (-3.5493, -2.1225, -2.4181)
C (-3.3145, -0.2170, -4.5553)
H (-2.7794, -2.1373, -5.3791)
H (-4.4067, -2.0731, -4.7113)
C (-1.9404, 0.3319, -4.1515)
H (-3.5747, 0.1626, -5.5503)
H (-4.0585, 0.1800, -3.8515)
H (-1.2075, 0.0965, -4.9382)
H (-1.9947, 1.4272, -4.0869)
C (0.3542, -2.0210, 1.6375)
C (-0.0420, -1.3713, 2.6853)
H (1.2104, -1.6666, 1.0508)
C (-1.2398, -1.7557, 3.5201)
H (0.5451, -0.5289, 3.0800)
C (-1.6944, -3.1951, 3.2228)
H (-1.0034, -1.6463, 4.5886)
H (-2.0860, -1.0734, 3.3174)
C (-1.6944, -3.4700, 1.7208)
H (-0.9984, -3.8895, 3.7059)
H (-2.6861, -3.3738, 3.6468)
C (-0.2922, -3.2679, 1.1233)
H (-2.0463, -4.4867, 1.5146)
H (-2.3709, -2.7584, 1.2281)
H (0.3306, -4.1396, 1.3922)
H (-0.3326, -3.2522, 0.0234)
O (1.3824, 3.5794, 2.2996)
S (2.6840, 3.0952, 1.8748)
O (3.7027, 4.0661, 1.5743)
N (2.5475, 1.9550, 0.7136)
C (2.8360, 0.6895, 1.1004)
O (2.6705, -0.3288, 0.3827)
C (3.2990, 0.6613, 2.5132)
C (3.5554, -0.4534, 3.3201)
C (3.7425, -0.2586, 4.6910)
C (3.6822, 1.0324, 5.2466)
C (3.4192, 2.1459, 4.4349)
C (3.2440, 1.9215, 3.0721)
H (3.5928, -1.4376, 2.8535)
H (3.9314, -1.1133, 5.3411)
H (3.8299, 1.1739, 6.3180)
H (3.3436, 3.1581, 4.8248)

=====

A cluster of 2 separate species, C14H16 in total. Source: the OMol25 dataset; level of theory: the ωB97M-V functional and the def2-TZVPD basis.

Properties
spin multiplicity	1
energy above the lowest of the compared OMol25 structures with the same formula, charge and spin	19.4	kcal/mol
LUMO	0.94	eV
SMILES	Cc1ccccc1.Cc1ccccc1
Kohn-Sham gap	9.8	eV

Atoms and positions in Å:
C (-0.0620, -3.0297, 1.6492)
C (0.6472, -2.8865, 0.3343)
C (1.3032, -3.9770, -0.2345)
C (1.7090, -3.9667, -1.5583)
C (1.4839, -2.8493, -2.3477)
C (0.7846, -1.7737, -1.8112)
C (0.4696, -1.7626, -0.4664)
H (0.0765, -4.0059, 2.0837)
H (-1.1353, -2.9515, 1.4802)
H (0.1889, -2.2280, 2.3467)
H (1.5508, -4.8550, 0.3534)
H (2.2409, -4.8238, -1.9517)
H (2.0515, -2.6637, -3.2541)
H (0.5144, -0.9014, -2.3919)
H (-0.0671, -0.9164, -0.0593)
C (-0.9758, 1.9400, 2.7724)
C (-1.0139, 2.4824, 1.3699)
C (-0.4015, 1.8303, 0.2862)
C (-0.0707, 2.4816, -0.8815)
C (-0.6567, 3.7320, -1.1135)
C (-1.4677, 4.3182, -0.1663)
C (-1.5492, 3.7284, 1.1061)
H (-1.9720, 2.0281, 3.2025)
H (-0.2658, 2.5195, 3.3651)
H (-0.6549, 0.9013, 2.8202)
H (0.0998, 0.9203, 0.5866)
H (0.7432, 2.1324, -1.5016)
H (-0.5809, 4.1766, -2.1006)
H (-1.8750, 5.3167, -0.2430)
H (-1.9184, 4.3585, 1.8918)

=====

A cluster of 6 separate species, C22H54N2O6 in total. Source: the OMol25 dataset; level of theory: the ωB97M-V functional and the def2-TZVPD basis.

Properties
spin multiplicity	1
energy above the lowest of the compared OMol25 structures with the same formula, charge and spin	90.3	kcal/mol
LUMO	0.16	eV
SMILES	CC1(C)CCCC(C)(C)N1O.CC1(C)CCCC(C)(C)N1O.CO.CO.CO.CO
Kohn-Sham gap	8.5	eV

Atoms and positions in Å:
C (3.0788, -6.1979, 3.0361)
C (3.5125, -5.3848, 1.7709)
C (4.6277, -4.3378, 2.0884)
C (4.1975, -6.4712, 0.9099)
C (4.3282, -6.2284, -0.6148)
C (2.9855, -5.7757, -1.1719)
C (2.2918, -4.5458, -0.3726)
C (2.9793, -3.2266, -0.6557)
C (0.8450, -4.5164, -1.0046)
N (2.2706, -4.8217, 1.1009)
O (1.5734, -3.7998, 1.8482)
H (3.9535, -6.6403, 3.5127)
H (2.5213, -5.6285, 3.7798)
H (2.4031, -7.0031, 2.7476)
H (4.7939, -3.5899, 1.3130)
H (4.2568, -3.7211, 2.9071)
H (5.5433, -4.9027, 2.2632)
H (5.2093, -6.6465, 1.2752)
H (3.5822, -7.3707, 0.8925)
H (5.0591, -5.4204, -0.6468)
H (4.8317, -7.0343, -1.1487)
H (2.2750, -6.5971, -1.2648)
H (3.2056, -5.4068, -2.1737)
H (4.0677, -3.2760, -0.6218)
H (2.7737, -2.4931, 0.1240)
H (2.6716, -2.8363, -1.6257)
H (0.2344, -3.7099, -0.5985)
H (0.4238, -5.4657, -0.6735)
H (0.8027, -4.5359, -2.0936)
H (2.2438, -3.1583, 2.0944)
C (-5.3126, 3.2423, 4.0972)
C (-5.0845, 4.0400, 2.8091)
C (-6.3850, 3.9586, 1.9475)
C (-4.8457, 5.4728, 3.2703)
C (-4.2777, 6.4527, 2.2237)
C (-3.0256, 5.9205, 1.6015)
C (-3.1746, 4.4920, 1.0926)
C (-3.8309, 4.4992, -0.2483)
C (-1.7095, 4.0037, 0.8804)
N (-3.8605, 3.6334, 2.1088)
O (-3.7673, 2.2921, 1.7531)
H (-6.1374, 3.5908, 4.7187)
H (-5.5067, 2.1803, 3.9468)
H (-4.4130, 3.1280, 4.7021)
H (-6.3959, 3.0201, 1.3932)
H (-7.3112, 4.0724, 2.5108)
H (-6.2546, 4.8051, 1.2734)
H (-5.7673, 5.9458, 3.6097)
H (-4.1897, 5.5649, 4.1359)
H (-5.0411, 6.5822, 1.4566)
H (-4.1090, 7.4692, 2.5793)
H (-2.2636, 6.0947, 2.3611)
H (-2.7678, 6.6128, 0.8000)
H (-4.7297, 5.1151, -0.2789)
H (-3.9989, 3.4595, -0.5291)
H (-3.2665, 4.9569, -1.0608)
H (-1.0817, 4.6256, 0.2422)
H (-1.6146, 2.9823, 0.5119)
H (-1.1647, 4.0229, 1.8243)
H (-3.1550, 1.9342, 2.4000)
C (0.6984, 0.2943, -1.1996)
O (1.3158, 0.8369, -2.3204)
H (1.5084, 0.0751, -0.5039)
H (0.0155, 1.0427, -0.7975)
H (0.1676, -0.6189, -1.4684)
H (0.6400, 0.8922, -3.0000)
C (4.1268, 2.5718, -1.6123)
O (4.5384, 3.9189, -2.0102)
H (3.8035, 2.7104, -0.5806)
H (3.3050, 2.2425, -2.2481)
H (4.8945, 1.7987, -1.5792)
H (3.7141, 4.3217, -2.2928)
C (0.5647, -2.4370, -4.0776)
O (-0.1702, -1.8135, -5.1097)
H (1.4967, -1.9077, -3.8793)
H (-0.0829, -2.5328, -3.2062)
H (0.8552, -3.4696, -4.2713)
H (-0.4147, -0.9238, -4.8447)
C (0.3181, 1.6947, -5.1383)
O (-0.4796, 0.8980, -4.3792)
H (0.1564, 2.7300, -4.8381)
H (1.3792, 1.4603, -5.0529)
H (-0.0757, 1.6027, -6.1505)
H (-1.3757, 1.1852, -4.5695)

=====

Looking at max |F| for the records above, in order, we have 6.02; 3.65; 2.00; 2.88 eV Å⁻¹.